(1)
Molecular formula: C16H16AuF3N3O2S2
Method: DFT, ωB97M-V/def2-TZVPD

Structure (XYZ):
```
43
Properties=species:S:1:pos:R:3:lowdin_spin:R:1
Au 0.90265 0.16610 0.01860 0.526
S -0.56405 -1.34575 -1.18233 0.112
S 3.05932 0.74313 0.90374 0.630
F 2.32828 3.25015 -3.32999 0.001
F 0.20614 3.34502 -3.75299 0.001
F 1.09339 4.70544 -2.31749 0.003
O 1.36802 1.30611 -1.80219 0.131
O -0.00855 2.75490 -0.80363 -0.004
N 0.57607 -0.47217 2.13565 0.097
N -1.86094 0.88582 -2.04944 0.001
N -1.97080 -0.82613 -3.40909 0.005
C 0.80430 2.43465 -1.66705 0.007
C 0.46984 -1.69798 4.62417 0.013
C -1.84884 -0.40291 1.95536 0.003
C 1.71866 -1.32412 4.07899 0.007
C 2.93861 -1.55045 4.76421 0.151
C 4.13596 -1.11699 4.24674 -0.002
C 1.72350 -0.68571 2.83119 0.054
C 4.14925 -0.42100 3.04158 0.130
C -1.84069 -2.16391 -3.94469 0.004
C -0.59566 -0.76622 2.68154 0.018
C -1.47679 -0.36910 -2.26529 0.013
C -0.66987 -1.39344 3.94448 -0.008
C 1.13721 3.46106 -2.77931 0.007
C 2.97323 -0.18838 2.31574 0.085
C -2.59088 1.43166 -3.19570 0.000
C -2.81056 0.18005 -4.06217 0.001
H -1.64449 -1.62436 4.34927 0.000
H -2.48939 0.31982 -5.09383 0.000
H -1.52615 -2.10684 -4.98639 0.000
H 0.43189 -2.19433 5.58545 0.000
H -3.52799 1.87959 -2.87352 0.000
H -3.85121 -0.14984 -4.06492 0.000
H -1.41124 1.46989 -1.35176 0.000
H 5.06117 -1.29290 4.77628 -0.003
H 2.90311 -2.06683 5.71524 0.007
H -1.09243 -2.70993 -3.37766 0.003
H -1.99690 2.18755 -3.70485 0.000
H -1.77744 0.61736 1.57631 0.001
H 5.07941 -0.04028 2.64043 0.005
H -2.79417 -2.69162 -3.88851 0.000
H -2.00316 -1.06099 1.10006 0.000
H -2.70781 -0.47612 2.61778 0.000
```

Output
Energy relative to the best compared isomer or geometry (same formula, charge and spin) (eV): 0.125
Charge: +1
Molar mass (g mol⁻¹): 600.4
2S+1: 3
HOMO-LUMO gap (spin up / spin down) (eV): 7.2 / 6.0

(2)
Molecular formula: C16H16BN9O7Ru
Method: DFT, ωB97M-V/def2-TZVPD

Structure (XYZ):
```
50
Properties=species:S:1:pos:R:3:lowdin_spin:R:1
Ru 0.17980 -0.23142 -0.54270 2.870
O 1.23574 1.43382 -0.20843 0.091
O -4.30850 1.74266 2.99212 0.012
O 2.08041 3.31271 0.58251 -0.011
O -3.59055 0.50350 1.31307 0.002
O -1.09984 0.72440 0.71075 0.224
O -1.98535 5.33483 4.87897 0.005
O 0.04222 5.88545 4.20426 0.004
N 1.54827 -2.51280 -2.48109 0.006
N 1.10903 -1.20612 -2.59072 0.100
N 2.18263 -2.44613 -0.16064 0.021
N -0.04810 -3.23933 -0.81065 0.005
N -3.43194 1.42184 2.14466 0.000
N 1.15626 2.48201 0.60233 0.001
N -0.75900 -2.11788 -0.41566 0.051
N 1.77491 -1.18454 0.22162 0.211
N -0.98208 5.16360 4.14082 0.001
C 1.35856 -0.88266 -3.88192 0.011
C -2.01940 -2.55602 -0.11456 0.012
C -2.10097 -3.92777 -0.38911 0.025
C 3.30856 -2.75215 0.47546 0.098
C 2.07577 -2.97316 -3.62987 0.018
C 1.97668 -1.95132 -4.55997 0.009
C -2.09287 2.29826 -2.12878 0.008
C -0.85019 -4.30552 -0.82553 0.052
C -2.20200 2.19054 2.21315 0.024
C 2.63108 -0.77216 1.20787 0.020
C 0.06252 3.82058 2.31590 -0.008
C 0.04891 2.72291 1.42566 0.027
C -2.15387 3.26771 3.09386 -0.002
C -1.01865 4.08407 3.17330 0.025
C -1.06619 1.82600 1.40653 0.015
C 3.62470 -1.73190 1.34576 0.059
B 1.43809 -3.29835 -1.19479 -0.002
H 1.86402 -4.41906 -1.28153 0.000
H -2.79035 -1.89931 0.27670 -0.001
H -2.99523 3.45960 3.73332 0.000
H 2.32693 -1.96483 -5.56383 0.001
H -2.93544 -4.59913 -0.29650 0.001
H -1.99622 2.21713 -3.21113 0.000
H 2.47015 -3.97505 -3.72100 0.001
H -1.11647 2.18195 -1.63920 0.005
H 2.46281 0.16751 1.73587 -0.001
H -2.76376 1.52417 -1.74601 0.000
H 3.77489 -3.70030 0.23985 0.004
H 0.93244 4.45067 2.37817 -0.001
H -2.52129 3.28419 -1.94534 0.001
H -0.43380 -5.24931 -1.14869 0.002
H 1.11577 0.07156 -4.32356 0.000
H 4.48089 -1.67545 1.99871 0.002
```

Output
Charge: +2
Molar mass (g mol⁻¹): 558.2
2S+1: 5
HOMO-LUMO gap (spin up / spin down) (eV): 6.2 / 4.6

(3)
Molecular formula: C16H16BrF5NO2PdSSbSe5Si
Method: DFT, ωB97M-V/def2-TZVPD

Structure (XYZ):
```
50
Properties=species:S:1:pos:R:3:mulliken_charge:R:1
Sb 2.13994 0.98720 -3.63431 0.769
Pd -0.35952 -1.38145 -0.57472 0.096
Br -0.28463 3.07785 -1.32012 -0.153
Se 0.60761 2.58832 -4.87747 -0.395
Se -1.45570 -1.99554 1.52131 -0.502
Se 1.10619 0.46739 -5.93429 -0.384
Se 4.39194 1.75930 -3.59751 -0.642
Se 1.67111 -0.93112 -2.04821 -0.023
S 1.08302 -3.15677 -0.34987 -0.441
Si -3.36463 -0.81331 1.74239 0.608
F 1.80566 -5.61849 4.06707 -0.330
F 2.48891 -1.01655 1.28656 -0.383
F 0.96082 -5.48145 1.53402 -0.350
F 3.28561 -1.15603 3.84085 -0.347
F 2.96625 -3.46098 5.25287 -0.331
O -1.65683 0.15411 -1.03000 -0.103
O -2.38696 -1.11630 -2.73323 -0.690
N 0.43553 1.61179 0.89185 0.322
C -3.19278 1.05419 1.81558 -0.772
C -4.68189 -1.26550 0.48403 -0.982
C 2.70757 -2.21904 3.25618 -0.052
C -3.01510 1.18409 -2.65833 -1.106
C 2.54702 -3.38633 3.97799 0.555
C 0.71399 3.96848 1.18891 -0.556
C 1.53214 -4.39096 2.05824 0.475
C 0.85268 1.42506 2.14368 -0.198
C 2.28350 -2.15556 1.94220 0.366
C 0.36760 2.84064 0.45143 0.099
C 1.23150 2.46658 2.97426 -0.915
C 1.66795 -3.22923 1.30317 0.120
C 1.96154 -4.47867 3.37060 0.178
C -4.04627 -1.32991 3.43253 -1.165
C 1.16184 3.76232 2.48064 -0.245
C -2.31162 -0.05636 -2.12177 0.861
H -5.65059 -0.83790 0.76575 0.343
H 0.63611 4.95467 0.75551 0.404
H -2.80482 1.43225 0.86806 0.031
H 1.44947 4.60607 3.09657 0.349
H 0.86572 0.39698 2.48194 0.365
H 1.56719 2.26305 3.98223 0.420
H -3.37857 -1.00202 4.23321 0.259
H -4.16690 1.51273 2.01470 0.401
H -2.30138 1.73542 -3.27546 0.123
H -4.78161 -2.35103 0.42538 0.248
H -4.14065 -2.41554 3.49841 0.276
H -4.41400 -0.90703 -0.50665 0.214
H -3.85989 0.89182 -3.27990 0.344
H -5.03233 -0.88519 3.60394 0.329
H -2.50598 1.34493 2.61317 0.236
H -3.33584 1.83796 -1.84704 0.272
```

Output
Energy relative to the best compared isomer or geometry (same formula, charge and spin) (eV): 1.042
Charge: -2
Molar mass (g mol⁻¹): 1112.3
HOMO-LUMO gap (eV): 6.2

> Among the records above, which one has the highest charge?

C16H16BN9O7Ru